No. 1
Density functional theory data (ωB97M-V/def2-TZVPD) for 2 unconnected molecules or ions with the total composition C11H15N in a non-equilibrium geometry.

Cartesian coordinates (Å):
C 0.470 -0.143 0.767
H 2.371 -4.367 0.464
C -0.196 1.005 -1.061
H 0.073 -4.691 -0.636
C 1.472 -3.825 0.737
C 0.139 1.144 1.192
C -1.054 3.059 -0.087
H -2.001 2.733 -3.344
C 0.292 1.652 2.575
H 1.342 1.985 2.782
H 1.092 -3.483 -1.255
H 0.656 -0.932 -1.219
N 0.320 -0.199 -0.622
C -0.379 1.828 0.071
H 0.964 -0.958 1.276
H 0.077 0.885 3.326
C -1.570 2.488 -2.373
H 1.916 -2.897 1.119
H -2.238 4.272 -1.498
H 1.071 -4.298 1.636
H -0.399 2.501 2.638
H -0.717 0.712 -3.213
C 0.467 -3.696 -0.385
C -0.685 1.382 -2.355
H -0.296 -3.012 -0.035
C -1.671 3.372 -1.299
H -1.514 3.484 0.799

The net charge is -1. As for the spin multiplicity: 2. Its electronic energy is -482.84414 hartree. The energy above the lowest of the compared OMol25 structures with the same formula, charge and spin comes out at 68.1 kJ/mol.

=====

No. 2
Density functional theory data (ωB97M-V/def2-TZVPD) for 2 unconnected molecules or ions with the total composition C11H15N in a non-equilibrium geometry.

Cartesian coordinates (Å):
H 0.501 -3.026 2.454
H 0.082 -3.041 -0.625
H 2.771 1.870 1.179
C -0.053 2.796 1.017
H -2.573 2.226 -2.222
H -1.857 3.542 0.394
C -1.769 1.548 -1.944
N -1.127 2.941 0.060
H -2.202 -0.033 -3.276
C -0.258 -3.000 0.405
C 0.802 -2.651 1.474
C -1.055 1.771 -0.740
H 1.095 -0.973 -0.731
C -1.567 0.234 -2.432
C 1.920 1.186 1.408
C -0.471 -0.558 -2.066
H 1.718 1.167 2.489
C 0.332 -0.236 -0.959
H 2.254 0.224 1.056
H -0.502 -4.062 0.609
H -1.170 -2.410 0.473
C 0.016 1.002 -0.352
H 0.921 -1.557 1.521
H 1.811 -2.909 1.135
H -0.432 -1.414 -2.737
H 0.133 3.638 1.669
C 0.682 1.724 0.743

The net charge is -1. As for the spin multiplicity: 2. Its electronic energy is -482.83064 hartree. The energy above the lowest of the compared OMol25 structures with the same formula, charge and spin comes out at 103.6 kJ/mol.

=====

No. 3
Density functional theory data (ωB97M-V/def2-TZVPD) for 2 unconnected molecules or ions with the total composition C11H15N in a non-equilibrium geometry.

Cartesian coordinates (Å):
C 1.087 0.586 -0.349
H 1.575 -1.890 -3.941
C -1.514 0.189 2.243
H 0.651 -3.025 -1.574
H -1.617 -0.835 2.628
H 1.526 -0.417 -2.957
H 2.641 -1.928 -2.593
H 0.922 -1.665 2.023
C 1.524 -1.004 1.408
H -1.918 3.530 0.074
H 2.009 -1.643 0.637
C 0.487 -2.221 -2.181
H 2.259 -0.584 1.994
C -2.535 1.044 2.446
N 0.284 1.724 -0.675
H 0.321 -1.483 -1.295
C 1.657 -1.634 -2.918
H 0.801 2.355 -1.169
H 1.941 0.238 -0.933
C -1.744 2.655 0.746
H -3.351 2.888 2.059
H -3.556 0.791 2.786
H -0.464 -2.383 -2.723
C 0.737 0.017 0.837
C -0.464 0.642 1.326
C -2.583 2.330 1.700
C -0.679 1.724 0.401

Its electronic energy is -482.81123 hartree. The energy above the lowest of the compared OMol25 structures with the same formula, charge and spin comes out at 272.9 kJ/mol.

=====

No. 4
Density functional theory data (ωB97M-V/def2-TZVPD) for 2 unconnected molecules or ions with the total composition C11H15N in a non-equilibrium geometry.

Cartesian coordinates (Å):
H -2.835 -0.139 -2.595
C -0.497 -1.340 -0.391
H -3.124 3.503 0.805
H -1.201 3.109 2.891
C -1.440 0.694 0.417
C -2.154 -0.156 -1.751
C 3.561 -1.629 -1.370
H 4.462 -1.056 0.520
H 2.598 -1.111 -1.333
C -1.711 1.859 1.240
H 3.352 -2.494 0.673
H 3.409 -2.512 -1.978
N -2.794 2.062 -0.723
H -0.280 -0.644 1.639
C -2.187 0.830 -0.764
C 4.060 -1.955 0.048
C -1.226 2.040 2.644
C -0.672 -0.444 0.652
H 0.236 -2.128 -0.300
H -1.816 1.535 3.408
C -1.331 -1.236 -1.510
H -0.177 1.726 2.675
H 4.957 -2.575 -0.084
H 4.230 -0.867 -1.768
H -3.536 2.356 -1.335
C -2.607 2.594 0.544
H -1.276 -2.021 -2.254

Its electronic energy is -482.89702 hartree. The energy above the lowest of the compared OMol25 structures with the same formula, charge and spin comes out at 47.7 kJ/mol.

=====

No. 5
Density functional theory data (ωB97M-V/def2-TZVPD) for 2 unconnected molecules or ions with the total composition C11H15N in a non-equilibrium geometry.

Cartesian coordinates (Å):
H -1.860 1.367 2.847
N 1.614 2.348 0.782
C 1.223 1.317 -0.004
C 1.221 -0.444 -1.583
H 3.019 0.479 -0.750
H -1.624 -4.689 -2.110
H -1.867 -5.661 -0.727
C 1.942 0.473 -0.861
H -1.856 -0.168 -0.345
C -1.731 -4.640 -1.032
H -0.700 -1.357 -2.042
H 2.543 2.725 0.816
C 0.571 2.729 1.620
C -0.160 -0.609 -1.481
C -0.151 1.081 0.235
C -0.412 -4.200 -0.402
C -1.881 1.961 1.931
H -0.505 -3.852 0.635
H -2.614 1.518 1.260
C -0.516 1.977 1.300
H 1.813 -1.104 -2.197
H 0.258 -5.053 -0.266
H 0.110 -3.347 -0.789
H -2.244 2.956 2.194
H -2.561 -3.949 -0.896
H 0.551 3.603 2.195
C -0.831 0.142 -0.532

Its electronic energy is -482.88990 hartree. The energy above the lowest of the compared OMol25 structures with the same formula, charge and spin comes out at 66.4 kJ/mol.

=====

No. 6
Density functional theory data (ωB97M-V/def2-TZVPD) for 2 unconnected molecules or ions with the total composition C11H15N in a non-equilibrium geometry.

Cartesian coordinates (Å):
H 2.728 0.174 -1.368
C -0.437 -2.453 2.854
H -1.169 1.813 -0.431
C 1.566 -0.763 0.166
C 1.788 0.194 -0.826
H 0.119 -2.812 3.717
C -3.221 2.801 -3.278
H -1.049 -3.260 2.466
H 0.930 1.942 -1.704
H 2.220 -3.337 2.040
H -4.292 2.985 -3.355
H -2.630 3.049 -1.094
C -0.350 1.153 -0.194
C -0.535 0.206 0.787
H -3.087 1.717 -3.235
N 2.308 -1.902 0.438
H -1.065 -1.621 3.170
C -2.679 3.547 -2.061
H -2.769 3.210 -4.185
H 3.292 -1.899 0.208
H -3.264 4.443 -1.851
H -1.387 0.141 1.454
C 0.533 -1.974 1.804
C 0.783 1.103 -1.031
C 0.396 -0.835 0.948
H -1.676 3.948 -2.217
C 1.722 -2.548 1.500

Its electronic energy is -482.89617 hartree. The energy above the lowest of the compared OMol25 structures with the same formula, charge and spin comes out at 49.9 kJ/mol.

=====

No. 7
Density functional theory data (ωB97M-V/def2-TZVPD) for 2 unconnected molecules or ions with the total composition C11H15N.

Cartesian coordinates (Å):
C -2.820 0.479 1.907
H 3.093 2.305 -3.335
C 0.581 -0.774 1.600
H -0.589 0.313 4.359
H 1.522 -0.314 -3.791
C -1.086 -1.439 -0.595
C -0.767 -0.381 1.608
H -3.604 -0.505 0.182
H 3.552 0.820 -2.521
H 0.967 1.313 -4.082
H 3.534 0.881 -4.275
H -3.703 0.916 2.339
C -1.180 1.019 3.774
H 1.062 0.710 -2.446
C -1.611 0.361 2.508
C 0.202 -1.887 -0.509
H -1.788 -1.678 -1.380
H 0.641 -2.462 -1.315
C -1.550 -0.692 0.498
C 1.025 -1.586 0.590
H 1.215 -0.552 2.448
C 1.570 0.704 -3.408
N -2.800 -0.149 0.675
C 3.005 1.220 -3.377
H 2.024 -1.990 0.580
H -1.979 1.486 4.361
H -0.515 1.884 3.605

Its electronic energy is -482.90562 hartree. The energy above the lowest of the compared OMol25 structures with the same formula, charge and spin comes out at 25.1 kJ/mol.

=====

No. 8
Density functional theory data (ωB97M-V/def2-TZVPD) for 2 unconnected molecules or ions with the total composition C11H15N in a non-equilibrium geometry.

Cartesian coordinates (Å):
C -1.818 -1.486 -1.810
N -2.292 0.268 -0.489
H 1.976 1.968 -0.522
H 0.828 1.411 4.674
C 1.916 0.685 2.996
H 2.486 1.490 5.002
C 1.772 1.615 4.183
H -3.058 -2.555 -3.174
H -1.310 -2.651 -3.571
H -2.839 0.938 0.011
C -0.066 1.325 -0.287
C 1.577 0.260 -1.727
H 1.041 -1.572 -2.701
H 2.529 0.305 -2.241
H -1.855 -3.583 -2.333
H -0.302 1.945 0.529
C -2.798 -0.823 -1.134
C -0.612 -0.734 -1.595
H 1.871 -0.388 3.188
H 1.883 2.651 3.867
H -3.817 -1.137 -1.067
C 1.200 1.284 -0.847
C -0.957 0.408 -0.855
H 1.124 0.853 2.268
C 0.713 -0.755 -2.069
H 2.862 0.871 2.482
C -2.053 -2.595 -2.778

Its electronic energy is -482.89282 hartree. The energy above the lowest of the compared OMol25 structures with the same formula, charge and spin comes out at 58.7 kJ/mol.

=====

No. 9
Density functional theory data (ωB97M-V/def2-TZVPD) for 2 unconnected molecules or ions with the total composition C11H15N in a non-equilibrium geometry.

Cartesian coordinates (Å):
C 0.318 -0.106 2.643
H 1.623 -3.419 -1.864
C 1.978 1.117 1.314
H -2.870 1.790 -1.942
H 1.491 3.253 -0.411
H -0.163 -0.639 3.528
H 1.645 -2.420 -0.478
C -0.380 -2.413 -1.402
C 0.980 1.621 0.508
H -3.211 1.234 -0.395
N 0.981 2.489 -0.561
H -0.620 -1.970 -0.365
H -0.353 3.125 -2.028
H -0.450 -1.698 -2.179
C 0.931 -3.061 -1.080
H 0.754 -3.931 -0.458
C -2.425 1.081 -1.124
H 2.961 1.549 1.206
C -0.271 1.033 0.612
H -1.172 -3.069 -1.451
H -1.444 -0.450 1.710
C 1.606 0.359 2.462
C -1.083 1.599 -0.502
C -0.307 2.514 -1.138
H -2.174 0.070 -1.494
H 2.277 0.158 3.228
C -0.622 0.186 1.660

Its electronic energy is -482.83846 hartree. The energy above the lowest of the compared OMol25 structures with the same formula, charge and spin comes out at 201.4 kJ/mol.